DFT (ωB97M-V/def2-TZVPD) results for a structure of composition C29H32AlN2OSe2.

## Properties
Energy relative to the best compared isomer or geometry (same formula, charge and spin) (kcal per mole): 7.0
Charge: +3
M (g mol⁻¹): 609.49
HOMO (eV): -17.1
E (a.u.): -6353.53014

Last column: Mulliken charge in e.
Element x y z (Å)
Se (-1.224, 0.967, 3.291)  -0.10
Se (-3.502, 1.329, 2.825)  0.11
Al (-0.817, 0.247, 0.893)  -0.10
O (0.857, 0.054, 0.381)  -0.76
N (-0.476, 2.280, 1.076)  0.40
N (-2.563, 0.638, 0.156)  0.73
C (5.269, -0.010, -2.201)  0.48
C (6.409, -0.076, -3.151)  -1.46
C (-2.228, -2.155, 1.878)  0.38
C (1.517, 0.443, -2.398)  -0.57
C (-2.071, -2.565, -0.881)  -0.76
C (-4.558, -2.887, -1.020)  -1.76
C (0.420, -2.731, -0.814)  -1.55
C (-0.991, -1.993, 1.191)  0.23
C (4.807, -0.096, 1.558)  -1.83
C (-5.013, 1.239, -0.993)  -0.55
C (3.127, 0.109, -0.394)  1.00
C (-2.757, 0.528, -1.181)  -0.14
C (5.501, -0.080, -0.820)  -0.98
C (-3.955, 0.817, -1.787)  -0.99
C (4.481, -0.015, 0.093)  1.17
C (2.133, 0.069, 0.567)  0.06
C (-0.891, -2.364, -0.184)  0.46
C (0.009, 4.808, 2.092)  -0.32
C (-4.819, 1.374, 0.373)  -0.82
C (-3.318, -2.568, -0.245)  0.65
C (-0.131, 3.279, 0.255)  0.04
C (-3.374, -2.392, 1.141)  -0.68
C (2.884, 0.218, -1.817)  0.55
C (0.115, 4.555, 0.731)  -0.95
C (3.951, 0.152, -2.667)  -1.17
C (-2.250, -2.182, 3.383)  -1.59
C (-0.364, 3.778, 2.952)  -0.84
C (-3.584, 1.070, 0.917)  0.58
C (-0.599, 2.547, 2.388)  0.59
H (1.061, 1.326, -1.949)  -0.10
H (1.281, -2.318, -0.296)  0.17
H (-4.054, 0.718, -2.859)  0.58
H (7.097, -0.874, -2.874)  0.40
H (0.506, -3.819, -0.761)  0.48
H (-5.976, 1.472, -1.429)  0.48
H (-4.321, -2.523, 1.653)  0.57
H (-2.734, -1.308, 3.817)  0.24
H (6.977, 0.858, -3.097)  0.36
H (0.852, -0.404, -2.223)  -0.06
H (1.589, 0.610, -3.470)  0.56
H (-1.905, 0.195, -1.761)  0.52
H (6.519, -0.189, -0.468)  0.44
H (4.436, 0.774, 2.104)  0.41
H (5.885, -0.130, 1.697)  0.41
H (6.083, -0.216, -4.178)  0.40
H (-0.474, 3.938, 4.016)  0.56
H (0.389, 5.340, 0.039)  0.49
H (2.448, 0.018, 1.611)  0.38
H (-2.836, -3.038, 3.718)  0.49
H (4.396, -0.996, 2.018)  0.39
H (-0.094, -2.051, 1.808)  0.83
H (-1.249, -2.291, 3.798)  0.35
H (-5.447, -2.465, -0.554)  0.43
H (3.789, 0.233, -3.735)  0.43
H (-5.623, 1.722, 1.010)  0.52
H (-0.055, 3.046, -0.799)  0.54
H (-4.490, -2.546, -2.052)  0.41
H (0.207, 5.797, 2.484)  0.47
H (0.465, -2.469, -1.871)  0.40
H (-2.021, -2.830, -1.932)  0.55
H (-4.694, -3.972, -1.052)  0.40